[1]
# C10H9N

C10H9N in the gas phase at a distorted geometry (ωB97M-V/def2-TZVPD, the Open Molecules 2025 dataset).

lowest unoccupied orbital energy	0.84	eV
SMILES	c1ccc(-c2ccc[nH]2)cc1
Kohn-Sham gap	8.9285	eV
E_HOMO	-8.0917	eV
energy above the lowest of the compared OMol25 structures with the same formula, charge and spin	3.479	eV
total charge	0

Last column: Mulliken charge in e.
Element x y z (Å)
C  -3.182  0.010  0.043  -0.195
C  -2.504  -1.127  -0.425  -0.622
C  -1.173  -1.149  -0.427  -0.492
C  -0.405  0.012  -0.061  0.493
C  1.040  0.000  -0.120  -0.446
C  1.956  0.717  -0.957  -0.119
C  3.332  0.351  -0.546  -0.722
C  3.189  -0.394  0.577  -0.243
N  1.864  -0.669  0.837  -0.125
C  -1.107  1.171  0.412  -0.773
C  -2.563  1.089  0.451  -0.651
H  -4.336  -0.009  -0.123  0.202
H  -2.999  -1.818  -0.882  0.566
H  -0.734  -2.013  -0.627  0.543
H  1.542  1.372  -1.811  0.339
H  4.374  0.843  -0.930  0.230
H  3.744  -0.853  1.409  0.387
H  1.508  -1.374  1.704  0.340
H  -0.575  1.862  0.678  0.870
H  -2.973  1.979  0.798  0.419

[2]
# C4H10O2

2 unconnected molecules or ions with the total composition C4H10O2 (ωB97M-V/def2-TZVPD, the Open Molecules 2025 dataset).

lowest unoccupied orbital energy (alpha / beta)	0.97 / 0.75	eV
Kohn-Sham gap (alpha / beta)	8.3299 / 7.7426	eV
E_HOMO (alpha / beta)	-7.3632 / -6.9888	eV
energy above the lowest of the compared OMol25 structures with the same formula, charge and spin	4.630	eV
total charge	0

Last column: Mulliken charge in e.
Element x y z (Å)
C  -1.284  -1.282  0.911  -0.611
O  -1.229  0.040  0.764  -0.314
C  -0.812  0.666  -0.277  -0.017
C  -0.600  2.134  -0.207  -1.007
C  1.610  -0.711  0.047  -0.360
O  1.467  -1.153  -1.297  -0.503
H  -1.718  -1.597  1.848  0.250
H  -1.375  -1.871  0.002  0.282
H  0.695  -0.930  0.636  0.101
H  -0.560  0.075  -1.155  0.500
H  -1.370  2.686  -0.760  0.286
H  0.369  2.395  -0.656  0.281
H  -0.605  2.473  0.833  0.298
H  1.844  0.359  0.006  0.179
H  2.429  -1.226  0.565  0.329
H  1.137  -2.059  -1.260  0.302

[3]
# C4H7N4

A gas-phase ion, C4H7N4 (charge +1) at a distorted geometry (ωB97M-V/def2-TZVPD, the Open Molecules 2025 dataset).

lowest unoccupied orbital energy	-5.84	eV
Kohn-Sham gap	7.3590	eV
E_HOMO	-13.2009	eV
energy above the lowest of the compared OMol25 structures with the same formula, charge and spin	5.577	eV
total charge	+1

Last column: Mulliken charge in e.
Element x y z (Å)
C  1.282  -0.435  0.641  -0.127
C  0.507  0.727  0.121  0.708
C  -1.584  -0.346  -0.861  0.067
C  0.859  2.069  0.508  -1.134
N  -2.464  -2.565  -0.906  -0.838
N  -1.879  -1.525  -0.915  0.704
N  0.731  -1.518  0.981  -0.483
N  -0.540  0.514  -0.672  -0.179
H  2.336  -0.097  0.673  0.321
H  0.816  2.229  1.608  0.319
H  1.901  2.154  0.269  0.377
H  0.323  2.783  -0.086  0.362
H  -2.815  -3.150  -1.587  0.293
H  1.414  -2.255  1.345  0.303
H  -0.887  1.415  -1.120  0.308

[4]
# C6H14N2

C6H14N2 in the gas phase at a distorted geometry (ωB97M-V/def2-TZVPD, the Open Molecules 2025 dataset).

lowest unoccupied orbital energy	0.98	eV
SMILES	CC/C(=C/CN)CN
Kohn-Sham gap	9.4932	eV
E_HOMO	-8.5143	eV
energy above the lowest of the compared OMol25 structures with the same formula, charge and spin	3.242	eV
total charge	0

Last column: Mulliken charge in e.
Element x y z (Å)
C  2.344  -1.406  -0.147  -1.362
C  1.682  -0.144  0.252  -0.221
C  0.246  0.010  0.080  0.922
C  -0.488  -1.190  -0.077  -0.652
C  -2.030  -1.306  -0.166  -0.651
N  -2.852  -0.175  0.061  -0.510
C  -0.161  1.587  0.519  -0.681
N  0.192  2.659  -0.450  -0.543
H  1.932  -2.340  0.262  0.393
H  2.553  -1.424  -1.267  0.249
H  3.334  -1.259  0.322  0.394
H  2.138  0.798  -0.300  0.122
H  2.071  0.045  1.356  0.238
H  -0.071  -2.076  -0.523  0.255
H  -2.505  -1.968  0.617  0.267
H  -2.160  -1.697  -1.143  0.348
H  -3.139  0.569  -0.605  0.182
H  -2.896  0.251  1.066  0.226
H  -1.176  1.719  0.885  0.271
H  0.444  1.865  1.364  0.321
H  -0.534  2.751  -1.176  0.206
H  1.076  2.731  -0.929  0.229